99
Properties=species:S:1:pos:R:3:forces:R:3:lowdin_spin:R:1 method="wB97M-V/def2-TZVPD" multiplicity=3 lumo_ev="-0.7 / -4.7" e_tot_ha=-8302.9671 homo_lumo_gap_ev="5.09 / 2.46" charge=-1 e_homo_ev="-5.837 / -7.186"
O 0.015015 -1.815180 -1.627917 0.2578 -0.0653 -0.5669 -0.006
V -0.697606 -3.190875 -1.251917 0.0224 0.6045 0.2637 0.992
O -1.981982 -2.832208 -0.361485 -0.4149 -0.6144 0.0159 0.000
As 4.137786 -5.264368 -4.695998 0.1881 -0.1115 0.6245 0.000
F 2.896448 -4.961185 -3.360841 1.1815 -0.6334 -1.8203 0.000
F 4.319882 -6.989446 -4.222665 -0.1475 1.6638 -0.2093 0.000
F 5.509957 -5.554103 -5.941440 -2.2354 0.6909 1.5562 0.000
F 3.888919 -3.543697 -5.211943 0.3901 -2.0297 0.1803 0.000
F 5.366393 -4.743729 -3.486701 -1.0608 -0.5945 -1.4841 0.000
F 2.826979 -5.845023 -5.829706 1.5312 1.0003 1.0576 0.000
As 2.836513 -1.884981 3.122355 1.0884 -1.2079 -1.5447 0.000
F 3.960402 -3.140287 3.802786 -1.7202 0.9160 -0.3109 0.000
F 1.618212 -2.142135 4.404998 1.1052 0.3584 -1.1164 0.000
F 1.939882 -0.554654 2.344459 0.3439 -0.9627 0.8856 0.000
F 4.042474 -1.803904 1.791739 -1.0148 0.3815 1.0862 0.000
F 1.923905 -3.092747 2.046612 0.9532 1.3324 1.6660 0.002
F 3.724296 -0.685731 4.100396 -0.8681 -0.7446 -0.6130 0.000
C 5.531849 11.033952 0.239832 -1.1901 -0.3683 1.4295 0.000
O 4.777732 10.930469 -0.924373 -0.5515 -0.5077 -0.4756 0.000
C 5.588437 11.043508 -2.078566 -0.9758 0.8912 0.1302 0.000
C 6.216993 9.733960 -2.471321 1.2746 1.6476 -0.3520 0.000
N 5.242979 8.732002 -2.725885 0.2675 1.2883 -0.2421 0.000
C 5.836242 7.475263 -3.152980 -2.3137 0.0425 1.2139 0.000
C 4.642968 6.488819 -3.216395 0.3799 -0.4822 -0.1225 0.000
O 4.843912 5.607458 -4.290404 -1.8522 -2.6820 0.1949 0.000
C 3.787226 4.515922 -4.287399 0.8067 1.2209 -0.7237 0.000
H 6.320992 10.290977 0.355240 0.4999 0.3088 -0.4257 0.000
H 4.838418 10.765660 1.036860 -0.1007 0.0468 0.1901 0.000
H 5.798677 12.068887 0.453920 0.6589 0.0360 -0.2222 0.000
H 6.195964 11.918706 -1.848234 1.1286 -0.3626 -0.4450 0.000
H 4.962324 11.393574 -2.899267 -0.3933 -0.2407 0.0040 0.000
H 7.008006 9.495421 -1.760339 0.1020 -0.5223 0.4541 0.000
H 6.768423 10.008108 -3.370681 0.1374 -0.3553 -0.4517 0.000
H 4.588463 8.803729 -1.960000 -0.1522 -1.0503 0.0918 0.000
H 6.538224 7.122709 -2.397320 0.4795 -0.2249 -0.2490 0.000
H 6.306769 7.682652 -4.114069 -0.0246 -0.5205 -0.0135 0.000
H 3.665863 6.969447 -3.265032 -0.0431 0.7914 -0.7032 0.000
H 4.489487 5.922728 -2.297664 0.7696 -0.2201 0.4528 0.000
H 2.856367 4.962624 -4.636751 -0.0628 0.1661 -0.1920 0.000
H 3.527754 3.991719 -3.367632 0.7407 0.5808 0.7090 0.000
H 4.057547 3.703225 -4.961607 0.4144 0.4862 -0.2426 0.000
C -0.371242 -11.153306 -1.962783 1.1073 0.1899 -0.7479 0.000
O -0.789271 -9.835619 -2.166100 -1.6201 -0.0628 0.2131 0.000
C -1.811626 -9.483815 -1.252856 0.8063 1.3385 0.6999 0.000
C -1.681559 -7.966994 -1.073783 -0.0695 -0.1172 0.7805 0.000
N -1.630783 -7.162960 -2.301235 -0.4296 -0.6899 2.0748 0.000
C -2.925775 -7.158069 -2.950449 1.4669 -0.4760 -0.5818 0.000
C -2.733867 -6.393049 -4.247523 -0.6069 1.3438 0.3435 0.000
O -2.067548 -5.110259 -4.003202 -0.2521 -0.3391 -0.9295 0.008
C -1.826681 -4.354185 -5.223549 -0.5368 -0.6555 0.5173 0.002
H -1.182058 -11.864015 -1.802931 -0.0839 0.0316 0.1805 0.000
H 0.355771 -11.105994 -1.152035 -0.0669 -0.6767 0.2930 0.000
H 0.156057 -11.404493 -2.883090 0.0906 -0.3963 0.1146 0.000
H -1.632357 -9.836726 -0.237270 0.4783 -0.5416 0.1436 0.000
H -2.812717 -9.864927 -1.454505 -0.1063 -0.0030 -0.8673 0.000
H -0.775268 -7.788788 -0.495011 0.3662 -0.1342 -0.3151 0.000
H -2.437284 -7.706457 -0.332764 -0.5611 0.6482 -0.4234 0.000
H -1.045396 -7.768475 -2.858706 0.5450 0.4189 -0.6264 0.000
H -3.751662 -6.829411 -2.319582 0.3354 0.6855 0.0778 0.000
H -3.169911 -8.196933 -3.172375 -0.4807 -0.2249 -0.5750 0.000
H -3.776140 -6.287969 -4.548728 -0.1009 0.7210 -0.8647 0.000
H -2.196112 -6.920787 -5.035189 0.1846 -0.2778 0.2200 0.000
H -2.794825 -4.083589 -5.644951 -0.0755 0.1134 -0.2261 0.000
H -1.246315 -4.897344 -5.969369 -0.0471 -0.4533 0.0809 0.000
H -1.250235 -3.445815 -5.048398 -0.1332 -0.1197 0.6546 0.002
C -5.372910 -0.364573 4.649987 0.3896 -1.3114 1.1432 0.000
O -5.227644 -0.773834 6.016280 0.2328 -0.2679 -0.4230 0.000
C -3.940201 -1.321857 6.311983 -0.6278 0.4104 -0.4024 0.000
C -3.892947 -1.659194 7.789830 0.7475 -0.1740 -0.7642 0.000
N -4.438134 -0.685649 8.699169 -0.6233 0.3089 0.9407 0.000
C -3.714102 0.586504 8.964316 -0.4650 -0.8758 -1.3534 0.000
C -3.861123 1.635593 7.815227 -0.9897 -1.2458 0.1627 0.000
O -5.167010 1.497413 7.210404 0.1047 -0.2211 2.5056 0.000
C -5.470682 2.505422 6.333084 2.2504 1.1810 -0.5097 0.000
H -6.380229 0.029214 4.514570 0.1921 0.2106 0.1208 0.000
H -5.279175 -1.280864 4.067133 0.0527 0.1074 -0.6205 0.000
H -4.579128 0.331992 4.380186 -0.1090 0.2320 -0.1895 0.000
H -3.135298 -0.659297 5.993783 0.0507 0.5257 0.1262 0.000
H -3.767809 -2.219534 5.718216 -0.0430 -0.3699 -0.0148 0.000
H -2.880259 -1.881099 8.126472 0.7129 -0.0962 -0.6077 0.000
H -4.395858 -2.619576 7.903147 -0.5325 0.1998 0.2773 0.000
H -4.315989 -1.215554 9.550271 -0.6015 0.3529 0.6341 0.000
H -2.662062 0.332922 9.094721 0.4827 0.4716 0.0497 0.000
H -4.109849 0.949471 9.912868 -0.0276 0.2055 -0.1669 0.000
H -3.104284 1.460132 7.050698 0.1382 -0.0558 -0.2027 0.000
H -3.668516 2.622442 8.236079 -0.2901 0.3339 -0.0409 0.000
H -5.202381 3.480473 6.739759 -0.7772 0.5849 0.6247 0.000
H -6.471111 2.517266 5.900514 0.1930 -0.4995 0.1998 0.000
H -4.639445 2.459065 5.629521 -0.4396 -0.0159 -1.5062 0.000
N -2.061807 4.452910 -3.602520 -0.1013 0.0524 0.5108 0.053
C -2.751071 3.292692 -3.426551 -0.7397 -0.4467 -1.2607 0.353
C -2.629661 2.800206 -2.110972 0.6153 0.9633 0.0706 0.090
C -1.846452 3.748849 -1.485799 0.1201 -1.0363 0.9976 0.124
C -1.561351 4.779085 -2.395774 0.4360 0.5635 -0.1836 0.353
H -1.926671 4.997769 -4.442134 -0.3054 -0.1870 -0.0497 -0.002
H -3.346810 2.883723 -4.229204 0.1679 -0.0793 -0.0909 0.013
H -3.067424 1.878457 -1.757212 0.1966 0.0581 0.1140 0.001
H -1.377297 3.719449 -0.513474 -0.3967 -0.0683 0.1703 0.002
H -1.077598 5.722696 -2.190858 0.1764 -0.0870 -0.1782 0.013